[1]
63
Properties=species:S:1:pos:R:3:forces:R:3 method="wB97M-V/def2-TZVPD" s_squared=2.06 multiplicity=3 homo_energy_ev="-4.2 / -4.0" e_above_lowest_kj_mol=63.0 orbital_gap_ev="6.5 / 5.7" charge=-1
Au 0.88732 -0.40224 -0.65403 0.09 -0.48 -0.25
S 0.03263 -0.82869 6.39244 0.03 -0.02 -0.01
C -0.07753 -0.31594 4.68462 0.02 0.06 0.00
C -0.93022 -0.96795 3.80840 0.00 -0.07 0.00
C -0.90515 -0.60503 2.47074 0.06 0.04 -0.05
N -0.11177 0.34896 1.98906 -0.23 0.21 0.23
C 0.64535 1.01708 2.85038 0.06 -0.07 -0.03
C 0.71112 0.71838 4.20597 0.00 -0.03 0.00
C 1.08511 -2.24916 6.12591 -0.07 0.02 0.01
C 0.53877 -3.51334 5.96599 0.02 -0.03 0.00
C 1.39618 -4.58173 5.74449 0.00 0.01 0.00
N 2.71964 -4.46617 5.68072 0.00 0.00 -0.01
C 3.22972 -3.24614 5.83204 0.00 0.00 -0.01
C 2.46327 -2.11265 6.05915 0.01 -0.02 -0.02
H -1.57803 -1.76325 4.15284 -0.01 0.00 -0.01
H -1.52445 -1.11174 1.74035 -0.03 0.00 0.00
H 1.25180 1.81254 2.43242 0.00 0.03 0.00
H 1.37320 1.26288 4.86572 0.00 0.01 -0.01
H -0.53156 -3.66229 6.00336 0.00 0.00 0.00
H 0.99492 -5.58010 5.60841 0.00 0.00 0.00
H 4.30927 -3.16797 5.76648 0.00 0.01 0.00
H 2.92868 -1.14275 6.16951 0.00 0.00 0.00
Cl 1.92977 -2.49778 1.51811 0.10 -0.02 0.05
C 0.66130 -3.55508 1.00348 -0.10 0.06 -0.02
C 0.69479 -4.85170 1.46846 0.03 0.01 0.04
C -0.32501 -5.74109 1.15028 -0.02 0.01 -0.01
C -1.40611 -5.30792 0.38458 -0.01 -0.04 0.01
C -1.45372 -4.00900 -0.05806 0.07 0.07 -0.01
Cl -2.82788 -3.51040 -0.98820 -0.01 -0.02 -0.01
C -0.40571 -3.02952 0.17149 0.02 -0.08 0.06
N -0.52437 -1.82788 -0.32811 -0.06 0.11 -0.05
H 1.52537 -5.16416 2.08797 0.00 0.00 0.01
H -0.28493 -6.76158 1.50734 0.00 0.00 0.00
H -2.21659 -5.98192 0.14121 0.00 0.00 0.00
S -1.28744 2.85713 -0.57060 -0.07 0.09 0.07
C -0.01850 3.18476 -1.55875 0.07 0.00 -0.04
N 0.28339 2.54801 -2.69267 -0.03 0.04 -0.01
C 1.48019 2.92877 -3.41851 0.01 0.01 0.00
C 2.33162 3.77317 -2.47091 -0.01 0.00 0.00
S 1.16534 4.45697 -1.25692 -0.02 0.00 0.01
H -0.15965 1.65550 -2.84850 0.02 -0.02 0.02
H 1.20616 3.49689 -4.31330 0.00 0.01 0.00
H 2.02755 2.03261 -3.70786 -0.02 0.01 0.00
H 2.83846 4.58337 -2.99108 0.00 0.00 -0.01
H 3.04954 3.14564 -1.94888 0.01 0.01 -0.01
C 3.81600 1.70700 0.80293 0.00 0.00 0.01
C 4.43970 0.92370 -0.31331 -0.01 0.04 0.01
C 5.79292 0.62780 -0.33744 0.00 -0.03 0.00
C 6.35117 -0.14628 -1.34673 0.00 0.00 0.00
C 5.51756 -0.63820 -2.34336 0.00 0.02 0.00
C 4.15925 -0.36376 -2.36166 0.01 -0.02 -0.03
C 3.25774 -0.92666 -3.42118 0.00 0.02 0.00
C 3.59493 0.44066 -1.34129 -0.02 0.05 -0.10
N 2.28659 0.82133 -1.39669 0.15 0.04 0.15
H 4.57115 2.07710 1.49874 0.00 0.01 -0.01
H 3.11721 1.07026 1.35275 -0.03 0.00 0.03
H 3.22979 2.55222 0.42926 -0.01 -0.01 0.00
H 6.42145 1.00900 0.46189 -0.01 0.00 0.00
H 7.41055 -0.36901 -1.35154 0.00 0.00 0.00
H 5.93002 -1.25937 -3.13268 0.00 0.00 0.00
H 3.82778 -1.49558 -4.15739 -0.01 -0.01 0.00
H 2.70947 -0.13663 -3.94244 0.01 -0.01 -0.01
H 2.49831 -1.57578 -2.97471 -0.01 0.00 -0.01



[2]
19
Properties=species:S:1:pos:R:3:forces:R:3 method="wB97M-V/def2-TZVPD" multiplicity=1 homo_energy_ev=-9.2 e_above_lowest_kj_mol=358.8 orbital_gap_ev=10.1 charge=0
O -2.58783 -0.74010 0.65350 1.30 0.52 -2.60
C -2.52770 0.22988 -0.41068 -2.74 2.43 1.22
C -1.47102 0.97890 -0.65684 0.34 0.77 1.27
C -0.37072 0.99049 0.37753 1.54 -1.07 -0.74
C 0.81968 0.08753 0.05924 0.07 -0.85 -0.70
C 2.06436 0.54886 0.08356 0.18 0.96 0.47
N 3.32288 -0.13194 0.00679 -0.17 -0.33 -0.68
C 0.53069 -1.37155 -0.24738 0.38 0.81 0.84
H -3.54409 0.39010 -0.74776 0.22 0.03 -0.93
H -2.09654 -1.06198 -0.16853 0.40 -3.18 1.97
H -1.52416 1.79135 -1.36413 -0.02 -0.21 -0.39
H -0.75776 0.56624 1.30584 -0.19 0.47 0.13
H 0.11170 1.95698 0.51340 -0.67 0.33 0.12
H 2.20275 1.61921 0.22456 -0.11 0.05 0.15
H 3.46889 -0.78364 0.76482 -0.11 -0.06 0.04
H 3.41557 -0.63712 -0.87122 0.09 0.02 0.21
H 0.15715 -1.80019 0.68709 -0.36 -0.34 -0.32
H -0.18204 -1.43818 -1.07104 -0.05 -0.26 0.11
H 1.45398 -1.89074 -0.49441 -0.10 -0.08 -0.19



[3]
7
Properties=species:S:1:pos:R:3:forces:R:3 method="wB97M-V/def2-TZVPD" multiplicity=1 homo_energy_ev="-3.8 / -3.9" e_above_lowest_kj_mol=136.1 orbital_gap_ev="7.0 / 7.1" charge=-1
O 2.83352 -1.05603 -0.59670 0.14 0.06 0.00
O 0.05288 -0.27993 0.94642 2.80 -0.98 2.45
Si -1.09198 0.24706 0.09443 -0.19 -0.61 -2.30
S 2.54975 0.08198 0.32135 -0.80 -0.21 0.11
H -2.02650 -0.84983 -0.35318 -0.26 0.10 -0.24
H -2.00788 1.16413 0.73646 -0.61 1.07 0.13
H -0.30978 0.69261 -1.14879 -1.07 0.57 -0.15